The following is a quantum chemistry calculation of a single C4H5NO3 molecule in a non-equilibrium geometry, from OMol25.

Multiplicity: 1
Lowest unoccupied orbital energy (eV): 0.126
SMILES: [H]/N=C(/C)[C@@]1(O)OC1=O
Kohn-Sham gap (eV): 9.6
Total charge: 0

The geometry in XYZ format:
```
13
Properties=species:S:1:pos:R:3:forces:R:3
C 0.12009 0.66268 1.62105 -0.04 -0.16 0.07
C 0.26485 -0.60764 -0.77420 0.14 3.92 2.43
C 0.33572 0.51546 -1.66168 0.04 -0.35 0.84
C -0.64738 0.03361 0.51568 1.43 -2.45 -1.62
O 1.38136 -1.28357 -0.37518 -0.33 -1.01 0.03
N -1.87733 -0.14374 0.45605 -0.85 0.65 0.10
O -0.49709 -0.85971 -1.89272 -0.19 0.46 -1.26
O 0.47231 1.61713 -2.02073 -0.55 -1.16 -0.82
H 1.69733 -1.84580 -1.09830 -0.05 0.13 0.04
H -2.19087 -0.53758 -0.43905 0.31 -0.20 0.19
H 0.48870 1.64033 1.30535 0.00 0.02 0.04
H -0.52687 0.76731 2.49112 0.04 0.11 -0.06
H 0.97917 0.04150 1.87261 0.03 0.04 0.02
```
Positions in Å, forces in eV/Å.

---

The following is a quantum chemistry calculation of a molecular structure, C13H23F5GaNO2P2 in a non-equilibrium geometry, from OMol25.

Multiplicity: 1
Lowest unoccupied orbital energy (eV): -8.021
Kohn-Sham gap (eV): 8.2
Total charge: +2

The geometry in XYZ format:
```
47
Properties=species:S:1:pos:R:3:forces:R:3
Ga -0.05466 0.07131 0.88645 -0.53 -1.61 0.41
P 2.11894 -0.89842 0.74001 1.74 -0.42 0.00
C 2.38499 -1.26911 -1.03212 -0.33 0.39 0.17
C 1.06102 -1.63500 -1.66806 -0.06 -0.83 -0.34
N -0.07976 -1.21018 -1.10309 -0.09 0.82 0.77
C -1.26079 -1.44651 -1.68738 0.01 -0.43 -0.85
C -1.34504 -2.23202 -2.83517 0.15 0.26 0.34
C -0.17958 -2.75314 -3.39895 -0.06 0.20 0.34
C 1.04187 -2.45155 -2.79696 -0.13 0.42 0.27
C -2.51360 -0.80262 -1.13937 0.31 -0.29 0.47
P -2.12119 0.67300 -0.12187 -1.14 1.32 -1.26
H 2.00464 -2.79795 -3.15514 -0.25 -0.10 -0.29
H -2.34319 -2.39225 -3.22543 0.23 -0.19 -0.32
H -0.22463 -3.35926 -4.29453 0.01 -0.04 0.06
H -3.16299 -0.47282 -1.96079 0.17 -0.02 0.17
H -3.09951 -1.51888 -0.54492 0.18 0.15 -0.01
H 2.83803 -0.39204 -1.52635 -0.21 -0.27 0.11
H 3.08513 -2.11148 -1.10587 -0.11 0.27 0.00
H 1.55165 4.09388 -1.54007 0.02 -0.61 -0.42
O 1.76405 3.28912 -2.05869 0.68 0.96 -0.13
H 2.46274 3.60805 -2.68072 -0.83 -0.45 0.66
H -0.83428 4.72598 0.71446 0.04 0.45 -0.99
O -0.86018 4.97022 -0.24060 -0.25 0.06 1.19
H -1.24720 5.86772 -0.23053 0.27 -0.53 -0.12
C -2.09423 2.03972 -1.35685 0.39 0.00 0.03
H -3.06010 2.06118 -1.89799 0.45 -0.07 0.37
H -1.89672 3.01917 -0.89030 -0.20 -0.32 -0.01
H -1.27624 1.89283 -2.07640 -0.21 -0.10 0.13
C -3.63830 0.97467 0.83882 0.14 -0.07 0.60
H -3.47221 1.78570 1.55931 -0.08 -0.09 -0.26
H -4.45895 1.24283 0.15335 0.43 -0.07 0.13
H -3.92109 0.09058 1.42135 0.11 0.13 -0.18
C 2.32135 -2.55841 1.50574 -0.75 -0.05 0.34
H 3.28849 -2.97528 1.17814 -0.32 0.36 0.05
H 2.29971 -2.48729 2.60217 0.06 0.08 -0.33
H 1.51746 -3.24500 1.21272 0.16 0.17 -0.02
C 3.59507 -0.03634 1.33798 -0.08 0.45 0.02
H 3.46259 0.22512 2.39481 0.06 -0.19 -0.18
H 4.46973 -0.69497 1.21998 -0.32 0.25 0.02
H 3.74035 0.89801 0.78704 0.07 -0.16 0.00
F -0.43540 -1.91325 2.94880 -0.17 0.97 -0.25
C -0.64282 -0.54192 2.83336 -0.45 -0.34 0.13
F -1.99219 -0.31499 3.07511 1.05 -0.13 -0.46
C 0.11505 0.10278 4.01079 0.08 -0.07 1.76
F -0.40022 -0.28048 5.20504 0.54 0.42 -1.44
F 1.42317 -0.30307 3.98603 -0.96 0.56 -0.32
F 0.06905 1.46233 3.95670 0.15 -1.22 -0.37
```
Positions in Å, forces in eV/Å.

---

The following is a quantum chemistry calculation of a molecular structure, C15H30BrMnNOP2 in a non-equilibrium geometry, from OMol25.

Multiplicity: 4
Lowest unoccupied orbital energy (spin up / spin down) (eV): -0.227 / -0.261
Kohn-Sham gap (spin up / spin down) (eV): 4.6 / 5.4
⟨S²⟩: 3.886
Total charge: 0

The geometry in XYZ format:
```
51
Properties=species:S:1:pos:R:3:forces:R:3
Mn 0.21398 0.27197 0.27064 -0.66 -1.29 -0.15
P -1.69632 1.37968 -0.69763 0.93 0.07 0.43
P 1.91242 -1.39107 0.47455 -0.66 1.05 -0.28
N 1.11581 1.60848 0.84902 -0.26 -0.17 0.41
H -1.74785 -2.09684 1.29494 0.77 1.44 1.58
C -3.08876 1.72317 0.43922 -0.32 0.24 -0.09
H -3.85072 2.34470 -0.05481 0.13 -0.13 0.14
H -2.71702 2.25535 1.32319 0.02 -0.12 -0.22
H -3.56042 0.79790 0.78663 0.11 0.14 -0.09
C -2.52079 0.71519 -2.18016 -0.34 0.13 -0.25
H -3.41577 1.30423 -2.42915 0.18 -0.19 -0.05
H -2.80056 -0.33317 -2.02182 0.04 0.26 -0.02
H -1.81812 0.75388 -3.02089 -0.13 -0.02 0.16
C -1.16550 3.05535 -1.20264 -0.28 0.07 -0.16
H -1.99183 3.60043 -1.68401 0.24 -0.04 0.11
H -0.32375 2.95917 -1.90172 -0.21 0.07 0.21
H -0.81272 3.60700 -0.32028 -0.05 -0.22 -0.23
C 2.13220 -2.11937 2.13521 0.33 -0.05 0.05
H 3.10580 -2.62968 2.18472 -0.28 0.02 0.09
H 1.32589 -2.83465 2.34213 0.19 0.19 -0.04
H 2.10418 -1.32221 2.88749 -0.02 -0.17 -0.16
C 1.78939 -2.85842 -0.59277 0.20 -0.57 -0.07
H 2.33161 -3.70581 -0.14705 -0.09 0.12 -0.26
H 2.22248 -2.62991 -1.57481 -0.13 -0.07 0.19
H 0.73209 -3.12421 -0.73125 0.40 0.07 0.08
C 3.53188 -0.66651 0.06540 0.33 -0.24 0.17
H 4.34406 -1.33717 0.38432 -0.07 0.22 -0.19
H 3.63214 0.30484 0.56702 -0.09 -0.23 -0.13
H 3.58134 -0.50530 -1.02102 0.00 -0.02 0.34
C 1.85259 2.69382 0.73280 0.07 0.06 -0.20
C 2.61047 4.75222 1.75874 0.06 -0.09 -0.42
C 1.85431 3.60311 1.82610 0.22 0.11 -0.09
C 2.61361 2.98010 -0.43879 -0.09 -0.01 0.28
C 3.36495 4.13816 -0.48900 -0.08 0.23 0.25
C 3.36058 5.02615 0.59943 0.40 0.42 -0.06
H 2.60710 5.44169 2.60320 0.10 -0.05 -0.24
H 1.24280 3.32298 2.68731 0.25 0.23 -0.20
H 2.57292 2.25395 -1.25773 0.08 0.31 0.23
H 3.94722 4.35044 -1.39175 -0.13 0.07 0.38
H 3.95967 5.93825 0.55282 -0.18 -0.26 -0.01
C -2.36446 -2.79500 -0.48776 1.86 1.44 -1.64
O -1.35312 -2.05056 -0.54025 -2.42 -1.71 0.04
C -3.71288 -2.32233 -0.04480 -0.26 0.29 0.56
H -4.14341 -3.05103 0.65649 -0.02 0.13 -0.22
H -4.39608 -2.23535 -0.90500 0.32 -0.15 0.18
H -3.64897 -1.35164 0.45290 -0.04 -0.16 -0.16
C -2.28546 -4.18663 -1.01529 0.10 -0.34 -0.06
H -2.30498 -4.87212 -0.14774 -0.03 0.06 -0.46
H -1.35301 -4.30989 -1.58669 -0.40 -0.08 0.29
H -3.16505 -4.38368 -1.65367 0.37 -0.10 0.33
Br -1.34076 -1.02633 2.26402 -0.47 -0.99 -0.35
```
Positions in Å, forces in eV/Å.

---

The following is a quantum chemistry calculation of a gas-phase ion, C3H7O2 (charge -1) in a non-equilibrium geometry, from OMol25.

Multiplicity: 1
Lowest unoccupied orbital energy (eV): 4.588
SMILES: CO[C@H](C)[O-]
Kohn-Sham gap (eV): 7.6
Total charge: -1

The geometry in XYZ format:
```
12
Properties=species:S:1:pos:R:3:forces:R:3
C 0.76647 0.72887 -1.63372 -0.63 -0.99 -1.78
O -0.38898 0.12355 -1.05548 1.69 1.09 1.62
H 1.63072 0.06623 -1.58116 0.23 -0.73 0.06
H 0.51503 0.75519 -2.75770 0.56 0.60 1.35
H 1.27907 1.66412 -1.27824 -1.52 -0.10 0.12
O 0.59668 0.60430 1.27405 0.91 2.88 0.90
C 0.13181 -0.27392 0.56547 -1.11 -3.58 0.22
C -1.11532 -1.03771 1.11087 -0.80 -2.47 -2.45
H 0.76725 -1.11338 0.32179 1.43 -0.45 -1.26
H -1.48417 -1.72416 0.26258 0.74 0.52 0.95
H -1.81270 -0.29948 1.00006 -2.53 2.04 0.72
H -1.25452 -1.67472 2.02850 1.03 1.20 -0.47
```
Positions in Å, forces in eV/Å.

---

The following is a quantum chemistry calculation of a single C6H9N molecule, from OMol25.

Multiplicity: 1
Lowest unoccupied orbital energy (eV): 1.082
SMILES: Cc1c[nH]c(C)c1
Kohn-Sham gap (eV): 9.1
Total charge: 0

The geometry in XYZ format:
```
16
Properties=species:S:1:pos:R:3:forces:R:3
C 2.58680 -0.40415 0.02836 0.04 -0.03 0.06
C 1.13435 -0.03304 0.01436 -0.10 -0.09 0.02
C 0.03689 -0.81299 -0.20085 0.03 -0.03 -0.02
C -1.13380 0.02465 -0.15024 0.02 0.10 0.03
C -2.56376 -0.40678 -0.17448 -0.11 -0.04 -0.07
C -0.68557 1.29008 0.05078 -0.24 -0.10 0.07
N 0.70089 1.28417 0.16015 -0.09 -0.15 0.16
H 2.95575 -0.61316 1.03898 -0.04 0.06 -0.09
H 2.74529 -1.30805 -0.56944 -0.06 0.14 0.14
H 3.21137 0.38673 -0.40148 -0.17 -0.09 0.08
H 0.05327 -1.88004 -0.38995 -0.01 0.15 -0.05
H -3.22125 0.44927 -0.35338 0.05 -0.14 -0.01
H -2.84060 -0.83671 0.79739 0.02 0.02 -0.21
H -2.75629 -1.16244 -0.94038 -0.02 0.08 0.04
H -1.21579 2.23307 0.10477 -0.03 -0.22 0.17
H 0.99244 1.78939 0.98544 0.71 0.33 -0.33
```
Positions in Å, forces in eV/Å.

---

The following is a quantum chemistry calculation of 2 unconnected molecules or ions with the total composition CH2BrN2O3 in a non-equilibrium geometry, from OMol25.

Multiplicity: 1
Lowest unoccupied orbital energy (spin up / spin down) (eV): -7.021 / -7.022
Kohn-Sham gap (spin up / spin down) (eV): 6.0 / 6.0
Total charge: +1

The geometry in XYZ format:
```
9
Properties=species:S:1:pos:R:3:forces:R:3
C -0.19174 0.10891 -0.04808 0.93 -2.58 -2.34
N 1.04086 -2.31381 -1.36240 -0.50 1.38 0.29
N -0.51285 1.27664 0.19678 -0.67 2.07 1.34
O 1.14762 -1.69675 -2.30426 0.11 -1.26 0.82
O 0.87556 -2.77248 -0.34802 0.45 -0.15 -1.52
O -0.76166 1.65008 1.53651 -0.44 4.90 -1.48
Br -0.13845 -1.00130 1.43627 -0.11 -0.26 1.10
H -0.63238 2.04528 -0.48077 0.18 -0.84 0.26
H -0.82697 2.70343 1.37396 0.05 -3.26 1.52
```
Positions in Å, forces in eV/Å.

---

Energy above the lowest of the compared OMol25 structures with the same formula, charge and spin (kcal per mole)
77.2 1.4 0.0 72.7 9.5 66.6